No. 1
Here is a cluster of 7 separate species, C42H105N7O14 in total in a non-equilibrium geometry from the Open Molecules 2025 dataset. Energies are from wB97M-V/def2-TZVPD.

- Orbital gap: 0.3245 Eh
- Max |F|: 4.07 eV/Å
- HOMO: -8.435 eV
- Structure (SMILES): COCCNCCOC.COCCNCCOC.COCCNCCOC.COCCNCCOC.COCCNCCOC.COCCNCCOC.COCCNCCOC

Cartesian coordinates (Å):
C: 9.1523 -6.7028 -2.1494
O: 10.5391 -6.4184 -2.3391
C: 10.6742 -5.0756 -2.7962
C: 12.0455 -4.6236 -3.2506
N: 12.7972 -4.0629 -2.1117
C: 14.1977 -3.8240 -2.5763
C: 14.9883 -3.6444 -1.2060
O: 14.8623 -4.9343 -0.4748
C: 14.7533 -4.8119 0.9083
H: 8.6442 -6.9591 -3.0790
H: 8.5647 -5.9014 -1.7015
H: 9.1795 -7.5191 -1.4276
H: 10.3930 -4.3945 -1.9930
H: 9.9046 -4.8733 -3.5411
H: 11.9402 -3.9662 -4.1137
H: 12.5963 -5.5512 -3.4065
H: 12.8743 -4.6080 -1.2649
H: 14.3239 -2.9146 -3.1637
H: 14.6179 -4.6498 -3.1504
H: 14.7137 -2.7953 -0.5803
H: 16.0711 -3.5878 -1.3184
H: 13.9015 -4.1455 1.0442
H: 15.6718 -4.3957 1.3220
H: 14.5953 -5.7785 1.3868
C: -12.5458 6.4065 -9.1149
O: -12.6064 6.3500 -7.7071
C: -12.0719 5.1400 -7.2716
C: -11.8652 5.1180 -5.7290
N: -11.8003 3.7559 -5.2510
C: -11.6989 3.6346 -3.7635
C: -11.1600 2.1297 -3.2707
O: -9.9167 2.2269 -2.5233
C: -8.7726 2.2913 -3.4286
H: -12.9130 5.4776 -9.5513
H: -11.4959 6.3327 -9.3986
H: -13.0637 7.2290 -9.6081
H: -11.0930 5.0083 -7.7327
H: -12.7726 4.3517 -7.5465
H: -12.6678 5.6176 -5.1863
H: -10.9342 5.6128 -5.4525
H: -12.7412 3.3981 -5.3335
H: -12.5889 3.9704 -3.2312
H: -10.9438 4.2975 -3.3411
H: -11.0370 1.4871 -4.1425
H: -11.9781 1.6223 -2.7593
H: -7.7724 2.3515 -2.9996
H: -8.6310 3.1842 -4.0376
H: -8.9296 1.5451 -4.2074
C: -1.4123 1.8714 4.2976
O: -0.9426 2.5946 5.4814
C: 0.4634 2.6143 5.7665
C: 0.5734 2.8767 7.2654
N: -0.0687 1.7680 7.9719
C: -0.0341 2.0723 9.4056
C: -0.4086 0.9085 10.3068
O: -0.3473 1.2150 11.6478
C: -0.5230 0.0869 12.5302
H: -0.8501 1.9395 3.3663
H: -2.4545 2.1733 4.1942
H: -1.5527 0.8211 4.5530
H: 0.9556 3.3682 5.1522
H: 0.8918 1.6776 5.4101
H: 0.0080 3.7837 7.4793
H: 1.6104 3.0253 7.5666
H: -1.0776 1.7705 7.9236
H: -0.8430 2.7822 9.5785
H: 0.8764 2.5773 9.7282
H: 0.1796 0.0264 10.0537
H: -1.4225 0.5620 10.1069
H: 0.0064 0.2586 13.4675
H: -0.1596 -0.8512 12.1107
H: -1.5327 0.0208 12.9354
C: -4.8919 -8.4563 -2.2018
O: -5.3245 -7.1432 -2.3871
C: -6.7508 -7.1191 -2.4540
C: -7.2576 -5.8180 -2.8834
N: -6.9735 -5.5484 -4.3007
C: -7.4175 -4.1775 -4.6196
C: -6.5025 -3.7003 -5.8486
O: -5.0964 -3.7543 -5.4510
C: -4.6515 -2.6632 -4.6297
H: -5.5093 -9.0064 -1.4917
H: -3.9229 -8.3886 -1.7073
H: -4.7793 -8.9246 -3.1797
H: -6.9894 -7.2985 -1.4057
H: -7.0731 -7.9525 -3.0782
H: -6.6598 -5.0399 -2.4087
H: -8.3051 -5.6985 -2.6069
H: -5.9900 -5.7346 -4.4361
H: -7.2338 -3.5026 -3.7837
H: -8.4560 -3.9734 -4.8806
H: -6.8496 -2.6790 -6.0057
H: -6.6311 -4.1734 -6.8222
H: -3.5691 -2.7683 -4.5568
H: -5.0470 -2.6737 -3.6140
H: -4.8776 -1.6855 -5.0553
C: -0.4018 1.6976 -2.7105
O: 0.3555 1.3667 -3.8385
C: 1.7931 1.5625 -3.8140
C: 2.4370 2.0023 -2.4598
N: 3.8719 1.8353 -2.5428
C: 4.6121 1.2878 -1.4060
C: 4.4529 -0.2446 -1.4188
O: 3.2073 -0.6894 -0.9551
C: 2.7740 -1.8714 -1.6990
H: -1.3922 1.9161 -3.1098
H: -0.0401 2.6277 -2.2722
H: -0.4964 0.8976 -1.9762
H: 2.0725 2.3712 -4.4893
H: 2.2973 0.6866 -4.2223
H: 2.1631 1.1690 -1.8127
H: 2.0452 2.9403 -2.0665
H: 4.0564 1.1557 -3.2667
H: 4.2134 1.7754 -0.5165
H: 5.5903 1.5964 -1.7746
H: 4.9906 -0.6535 -0.5635
H: 4.9901 -0.7445 -2.2248
H: 1.8249 -2.3772 -1.5214
H: 3.4809 -2.6875 -1.5492
H: 2.8442 -1.6835 -2.7704
C: -5.8832 8.1309 -1.1461
O: -6.5407 8.1779 0.0678
C: -7.6252 7.2975 0.1159
C: -8.6210 7.8352 1.1781
N: -8.9842 9.2162 1.0640
C: -9.3963 9.6425 -0.2508
C: -9.9968 11.0805 0.0482
O: -11.0001 11.0432 1.0499
C: -12.1159 10.2672 0.5555
H: -6.6023 8.1558 -1.9648
H: -5.3096 7.2085 -1.2364
H: -5.2349 9.0070 -1.1661
H: -7.3633 6.2416 0.1841
H: -8.2134 7.3000 -0.8018
H: -8.3153 7.4811 2.1626
H: -9.4185 7.1313 0.9401
H: -9.6670 9.4451 1.7722
H: -10.2334 9.0880 -0.6749
H: -8.5082 9.6236 -0.8824
H: -10.3994 11.2635 -0.9481
H: -9.1473 11.7397 0.2267
H: -11.9011 9.1986 0.5402
H: -12.4686 10.5964 -0.4219
H: -12.9132 10.3733 1.2912
C: 11.3984 -7.4201 2.6905
O: 11.4946 -6.0944 3.2729
C: 10.2546 -5.3512 3.0479
C: 10.1197 -4.1891 4.0673
N: 9.8956 -4.4835 5.4574
C: 10.9197 -5.2446 6.1104
C: 12.2481 -4.5065 6.4117
O: 13.2251 -5.3768 7.0244
C: 14.6324 -5.0129 7.0811
H: 11.1127 -7.4882 1.6408
H: 10.5245 -7.8064 3.2151
H: 12.2686 -8.0072 2.9841
H: 9.2918 -5.8614 3.0202
H: 10.3179 -4.8724 2.0707
H: 9.2456 -3.6406 3.7163
H: 11.0142 -3.5770 3.9520
H: 9.7060 -3.5847 5.8774
H: 11.0666 -6.1910 5.5900
H: 10.4873 -5.7050 6.9987
H: 12.1300 -3.6980 7.1332
H: 12.7891 -4.1837 5.5222
H: 15.1264 -5.5846 7.8667
H: 14.6100 -4.0181 7.5260
H: 15.0602 -5.0475 6.0791

Löwdin atomic charge list, values in e, 99 entries: -0.116 -0.179 -0.249 -0.193 -0.070 -0.175 -0.148 -0.241 -0.131 0.086 0.081 0.086 0.115 0.112 0.125 0.117 0.094 0.108 0.106 0.111 0.109 0.085 0.084 0.087 -0.118 -0.182 -0.233 -0.211 -0.091 -0.156 -0.160 -0.199 -0.100 0.079 0.082 0.092 0.120 0.121 0.115 0.118 0.099 0.100 0.098 0.094 0.101 0.082 0.071 0.079 -0.078 -0.217 -0.218 -0.208 -0.057 -0.220 -0.277 -0.175 -0.085 0.082 0.080 0.077 0.112 0.115 0.119 0.122 0.105 0.117 0.122 0.116 0.122 0.079 0.086 0.081 -0.133 -0.194 -0.243 -0.225 -0.055 -0.189 -0.166 -0.211 -0.104 0.085 0.087 0.093 0.124 0.128 0.118 0.129 0.100 0.090 0.109 0.098 0.115 0.086 0.075 0.082 -0.131 -0.183 -0.170


No. 2
Here is a cluster of 11 separate species, C42H106O11 in total in a non-equilibrium geometry from the Open Molecules 2025 dataset. Energies are from wB97M-V/def2-TZVPD.

- 2S+1: 2
- Orbital gap (spin up / spin down): 0.0463 / 0.3684 Eh
- <S²>: 0.750
- Max |F|: 2.69 eV/Å
- Charge: -1
- HOMO (spin up / spin down): 1.030 / -7.674 eV

Cartesian coordinates (Å):
C: 0.8878 -3.8218 3.0787
C: -0.2371 -4.1505 4.0809
O: 0.0363 -5.3984 4.6245
C: -1.0766 -5.9936 5.2748
C: -0.6883 -7.4403 5.6351
H: 1.8502 -3.9923 3.5612
H: 0.7762 -4.4234 2.1767
H: 0.8952 -2.7619 2.8242
H: -0.1892 -3.3378 4.8057
H: -1.2305 -4.1541 3.6325
H: -1.2980 -5.3786 6.1471
H: -2.0003 -5.9493 4.6978
H: -0.2950 -7.8625 4.7104
H: -1.5460 -8.0095 5.9935
H: 0.0892 -7.4236 6.3988
C: 1.5397 3.3741 -6.9198
C: 1.1439 1.9920 -6.4178
O: 0.3164 1.9728 -5.2410
C: -0.0948 0.7259 -4.7348
C: 1.1211 -0.1038 -4.2931
H: 2.2166 3.9227 -6.2649
H: 1.9092 3.4186 -7.9443
H: 0.6409 3.9905 -6.9383
H: 0.6073 1.4751 -7.2134
H: 2.0156 1.4073 -6.1237
H: -0.6413 0.8141 -3.7958
H: -0.7355 0.1869 -5.4327
H: 0.7429 -1.0019 -3.8047
H: 1.7266 0.4683 -3.5902
H: 1.6580 -0.3883 -5.1980
C: 1.4615 0.6982 5.4205
C: 0.0880 0.1092 5.0942
O: -0.3097 -0.9197 5.9552
C: -0.3866 -0.4992 7.3060
C: -1.1278 -1.5736 7.9311
H: 1.5451 1.0930 6.4331
H: 2.2415 -0.0632 5.4242
H: 1.7917 1.4551 4.7091
H: -0.6489 0.9083 5.1758
H: 0.1103 -0.2906 4.0804
H: 0.6070 -0.3820 7.7387
H: -1.0750 0.3326 7.4553
H: -0.7916 -2.5676 7.6362
H: -2.1871 -1.5199 7.6801
H: -0.9901 -1.4654 9.0069
C: 4.7995 -0.0940 -0.6748
C: 4.6722 0.1636 -2.1435
O: 5.4008 1.2284 -2.6193
C: 5.2941 1.4780 -3.9618
C: 6.0685 2.6463 -4.3864
H: 5.8005 0.1379 -0.3113
H: 4.0889 0.5299 -0.1326
H: 4.5148 -1.1048 -0.3828
H: 4.9060 -0.7328 -2.7179
H: 3.6057 0.2593 -2.3472
H: 5.5807 0.5907 -4.5262
H: 4.2520 1.6807 -4.2092
H: 7.1036 2.6213 -4.0457
H: 5.7115 3.6097 -4.0223
H: 5.9985 2.7477 -5.4694
C: 4.8524 3.2370 0.2599
C: 4.0193 4.3239 1.0659
O: 2.7741 3.7649 1.4143
C: 1.9437 4.6582 2.1823
C: 0.7122 3.7566 2.2491
H: 4.7626 2.3828 0.9310
H: 4.3483 2.9752 -0.6704
H: 5.9029 3.4979 0.1315
H: 4.5702 4.5906 1.9678
H: 3.7724 5.2661 0.5766
H: 2.2767 4.9487 3.1787
H: 1.7582 5.5880 1.6446
H: 0.4165 3.4707 1.2397
H: -0.1311 4.3001 2.6751
H: 1.0657 2.8302 2.7018
C: 5.0396 -6.2193 -0.6667
C: 4.2201 -4.9296 -0.6802
O: 3.2539 -5.1367 -1.6732
C: 2.3641 -4.1030 -1.9658
C: 1.0834 -4.1568 -1.1932
H: 6.0199 -5.9158 -0.2994
H: 4.6072 -6.8059 0.1439
H: 5.0628 -6.6752 -1.6565
H: 3.8509 -4.7148 0.3226
H: 4.9033 -4.1081 -0.8958
H: 2.9000 -3.1738 -1.7717
H: 2.2257 -4.1578 -3.0456
H: 0.3773 -4.9004 -1.5628
H: 0.6264 -3.1755 -1.0662
H: 1.1520 -4.4559 -0.1473
C: -4.9061 0.0251 -4.9022
C: -3.7462 -0.1880 -3.9551
O: -3.7902 -1.5068 -3.3727
C: -2.5732 -1.8460 -2.7748
C: -2.8115 -3.2489 -2.3184
H: -5.9057 -0.2492 -4.5652
H: -4.9946 1.0904 -5.1152
H: -4.8869 -0.5602 -5.8215
H: -2.8952 -0.0320 -4.6182
H: -3.7077 0.5751 -3.1777
H: -1.7703 -1.7394 -3.5043
H: -2.4147 -1.1844 -1.9231
H: -3.8059 -3.3593 -1.8859
H: -1.9089 -3.4292 -1.7345
H: -2.8438 -3.8147 -3.2496
C: -2.8505 -1.1981 4.1679
C: -4.0901 -0.6091 3.4826
O: -4.2648 -1.0455 2.1700
C: -5.1245 -2.1471 1.8746
C: -5.0029 -2.4147 0.3874
H: -3.0729 -2.2491 4.3527
H: -1.9768 -1.1256 3.5202
H: -2.6994 -0.6303 5.0859
H: -4.9635 -0.6470 4.1336
H: -3.7997 0.4252 3.2985
H: -4.8568 -3.0335 2.4498
H: -6.1521 -1.9453 2.1770
H: -5.6759 -3.1324 -0.0818
H: -4.0452 -2.8053 0.0433
H: -5.1143 -1.4893 -0.1776
C: -3.4864 5.3125 1.0054
C: -3.5516 4.4550 -0.2701
O: -4.4346 3.3521 0.1125
C: -4.7627 2.5262 -1.0202
C: -5.9606 1.6323 -0.8998
H: -2.7267 6.0914 0.9383
H: -4.4439 5.7703 1.2539
H: -3.1957 4.8067 1.9261
H: -3.9594 5.0826 -1.0624
H: -2.5408 4.1438 -0.5338
H: -5.0494 3.2743 -1.7593
H: -3.8381 1.9919 -1.2385
H: -5.7142 1.0012 -0.0459
H: -6.2377 0.8649 -1.6225
H: -6.9188 2.1274 -0.7420
C: 0.5188 -0.1656 -0.6858
C: -0.3131 -0.4224 0.5224
C: -1.4849 0.6442 0.6690
O: -0.9228 -1.6706 0.4431
H: -0.1741 0.0860 -1.4887
H: 1.0357 -1.0669 -1.0151
H: 1.2383 0.6529 -0.6637
H: 0.3224 -0.4000 1.4077
H: -1.2005 1.6610 0.9397
H: -2.1764 0.4634 1.4920
H: -2.0296 0.7235 -0.2718
H: -1.6942 -1.5179 0.9939
C: 0.2722 5.3418 -1.6239
C: 0.8224 4.3748 -2.6138
C: 2.0188 3.6279 -2.0581
O: -0.1871 3.4722 -3.0111
H: 0.9285 6.0988 -1.1946
H: -0.1000 4.7072 -0.8197
H: -0.5674 5.8177 -2.1306
H: 1.0765 4.9492 -3.5046
H: 2.4660 3.0467 -2.8645
H: 1.6482 3.0855 -1.1883
H: 2.8505 4.2351 -1.7006
H: 0.1257 3.1415 -3.8563

Löwdin atomic charge list, values in e, 99 entries: -0.059 -0.297 -0.159 -0.292 -0.073 0.070 0.058 0.056 0.102 0.107 0.107 0.105 0.073 0.066 0.069 -0.101 -0.255 -0.204 -0.271 -0.076 0.061 0.065 0.070 0.114 0.093 0.100 0.109 0.065 0.061 0.063 -0.109 -0.296 -0.187 -0.326 -0.119 0.056 0.067 0.058 0.109 0.100 0.117 0.124 0.080 0.076 0.078 -0.088 -0.319 -0.135 -0.349 -0.113 0.079 0.051 0.063 0.113 0.094 0.118 0.104 0.077 0.067 0.069 -0.058 -0.284 -0.208 -0.271 -0.085 0.057 0.040 0.070 0.101 0.097 0.107 0.102 0.046 0.068 0.066 -0.080 -0.310 -0.163 -0.284 -0.068 0.065 0.068 0.079 0.111 0.102 0.103 0.116 0.076 0.043 0.061 -0.097 -0.253 -0.158 -0.306 -0.066 0.064 0.072 0.069 0.093